Entry 1:
CH5OPS | ωB97M-V/def2-TZVPD

Bonds (Å) are listed after each position.
Cartesian coordinates (Å):
1 S 0.139 -1.977 0.188  P2 1.989
2 P 0.040 -0.128 0.915  S1 1.989, C4 1.965
3 O -2.623 0.033 0.138  H7 0.926
4 C 1.666 0.611 0.094  P2 1.965, H5 1.158, H8 1.124, H9 1.133
5 H 2.724 0.188 0.294  C4 1.158
6 H -2.653 -0.007 -1.232  no bonds
7 H -2.599 -0.779 0.582  O3 0.926
8 H 1.815 1.722 0.012  C4 1.124
9 H 1.491 0.337 -0.992  C4 1.133

Energy above the lowest of the compared OMol25 structures with the same formula, charge and spin, eV: 3.8030
Lowest unoccupied orbital energy, eV: -1.183
Strongest force on any atom, hartree/bohr: 0.1448
HOMO level, eV: -8.701

Entry 2:
CH5PS | ωB97M-V/def2-TZVPD

Bonds (Å) are listed after each position.
Cartesian coordinates (Å):
1 S 3.322 -0.649 0.092  C3 1.600
2 P -2.113 -0.784 0.172  H5 1.336, H6 1.502, H8 1.349
3 C 2.208 0.469 0.356  S1 1.600, H4 1.107, H7 1.217
4 H 1.536 0.472 1.236  C3 1.107
5 H -1.290 0.186 -0.237  P2 1.336
6 H -3.384 -0.048 -0.143  P2 1.502
7 H 1.925 1.430 -0.334  C3 1.217
8 H -2.204 -1.076 -1.143  P2 1.349

Energy above the lowest of the compared OMol25 structures with the same formula, charge and spin, eV: 2.2825
Lowest unoccupied orbital energy, eV: -0.460
Strongest force on any atom, hartree/bohr: 0.0578
SMILES: C=S.P
HOMO level, eV: -8.990

Entry 3:
CH5PS2 | ωB97M-V/def2-TZVPD

Bonds (Å) are listed after each position.
Cartesian coordinates (Å):
1 S 0.200 -2.288 1.454  P3 1.995
2 S -1.475 0.557 1.525  P3 2.150, H5 1.392
3 P -0.498 -0.866 0.243  S1 1.995, S2 2.150, C4 1.835, H8 1.392
4 C 0.789 0.183 -0.540  P3 1.835, H6 1.096, H7 1.071, H9 1.049
5 H -0.411 0.302 2.386  S2 1.392
6 H 0.530 1.180 -0.164  C4 1.096
7 H 1.637 -0.171 0.009  C4 1.071
8 H -1.350 -1.366 -0.738  P3 1.392
9 H 0.930 0.111 -1.577  C4 1.049

Energy above the lowest of the compared OMol25 structures with the same formula, charge and spin, eV: 0.5039
Lowest unoccupied orbital energy, eV: 0.482
Strongest force on any atom, hartree/bohr: 0.0434
SMILES: C[P@@H](=S)S
HOMO level, eV: -8.646

Entry 4:
CH5S2 | ωB97M-V/def2-TZVPD

Bonds (Å) are listed after each position.
Cartesian coordinates (Å):
1 S 1.454 1.009 -1.433  C3 1.834, H4 1.352
2 S -2.179 -0.595 2.325  H8 1.347
3 C 0.727 -0.315 -0.393  S1 1.834, H5 1.092, H6 1.085, H7 1.087
4 H 0.564 1.960 -1.073  S1 1.352
5 H 1.468 -0.903 0.153  C3 1.092
6 H 0.203 -1.032 -1.016  C3 1.085
7 H 0.107 0.100 0.397  C3 1.087
8 H -2.344 -0.225 1.040  S2 1.347

Energy above the lowest of the compared OMol25 structures with the same formula, charge and spin, eV: 0.2727
Lowest unoccupied orbital energy, eV: 3.121
Strongest force on any atom, hartree/bohr: 0.0115
HOMO level, eV: -2.595
Total charge: -1